# BF4H22O11

A cluster of 12 separate species, BF4H22O11 in total at a distorted geometry (ωB97M-V with the def2-TZVPD basis set, OMol25).

The value obtained for the HOMO energy is -7.07 eV. For the energy above the lowest of the compared OMol25 structures with the same formula, charge and spin, the calculation gives 0.7136 eV. The net charge is -1.

Last columns: bonded neighbours and bond lengths (Å).
CARTESIAN COORDINATES (ANGSTROEM)
1 B -0.397 -0.228 -1.095  F2 1.392, F3 1.440, F4 1.363, F5 1.404
2 F 0.334 -1.126 -1.867  B1 1.392
3 F -1.495 -0.938 -0.494  B1 1.440
4 F 0.401 0.339 -0.147  B1 1.363
5 F -0.933 0.746 -1.953  B1 1.404
6 O -3.589 0.767 0.336  H7 0.952, H8 0.954
7 H -4.095 1.219 -0.332  O6 0.952
8 H -3.191 0.068 -0.176  O6 0.954
9 O -1.965 3.046 -0.622  H10 0.972, H11 0.985
10 H -1.907 2.266 -1.199  O9 0.972
11 H -1.044 3.308 -0.850  O9 0.985
12 O -2.056 -0.472 2.262  H13 0.965, H14 0.970
13 H -1.141 -0.775 2.325  O12 0.965
14 H -1.984 0.406 1.857  O12 0.970
15 O 0.866 3.315 -0.850  H16 0.943, H17 0.955
16 H 1.307 4.104 -0.581  O15 0.943
17 H 1.489 2.628 -1.079  O15 0.955
18 O -0.341 -3.194 0.336  H19 0.906, H20 0.981
19 H 0.284 -3.455 -0.265  O18 0.906
20 H -0.708 -2.373 -0.053  O18 0.981
21 O 2.286 -0.062 -3.450  H22 0.936, H23 0.943
22 H 1.445 -0.304 -3.119  O21 0.936
23 H 2.495 0.734 -2.990  O21 0.943
24 O 0.576 -1.084 2.308  H25 0.963, H26 0.936
25 H 0.505 -2.037 2.434  O24 0.963
26 H 0.906 -0.986 1.438  O24 0.936
27 O 1.208 1.848 2.239  H28 0.961, H29 0.945
28 H 1.105 1.296 1.459  O27 0.961
29 H 1.301 1.267 2.978  O27 0.945
30 O -3.142 -2.991 1.175  H31 0.950, H32 0.971
31 H -3.048 -2.089 1.454  O30 0.950
32 H -2.400 -3.208 0.588  O30 0.971
33 O 2.857 1.295 -1.090  H34 0.957, H35 0.951
34 H 3.764 1.062 -1.282  O33 0.957
35 H 2.466 0.475 -0.809  O33 0.951
36 O 2.507 -1.251 0.317  H37 0.896, H38 0.948
37 H 3.061 -1.571 0.944  O36 0.896
38 H 2.272 -2.044 -0.146  O36 0.948